Record 1
Below is C12H34CuN2O8P as an isolated structure, with properties calculated with ωB97M-V/def2-TZVPD.

```
58
Properties=species:S:1:pos:R:3:forces:R:3:mulliken_charge:R:1
Cu 1.794 5.772 18.618 -0.7111 -0.2864 -0.7745 0.5852
P -0.358 6.802 17.410 -1.3236 -1.0094 0.2568 0.7217
O -1.805 7.223 17.109 0.7730 0.5095 0.4764 -0.6561
O -0.281 5.334 17.893 1.2164 0.5004 1.6581 -0.6208
O 0.150 6.611 15.970 0.8326 1.1481 -1.1418 -0.5101
O 3.005 7.859 18.236 2.7812 0.7501 0.1686 -0.2382
O 0.221 -0.810 17.376 2.0979 -1.0334 -0.6366 -0.3480
O 1.298 7.147 20.805 -0.3312 0.2714 1.5597 -0.3583
O 0.481 7.777 18.332 -0.6881 -0.8262 -0.7593 -0.8145
O 5.730 4.215 19.886 0.9181 -0.1160 -1.3289 -0.4129
N 3.457 4.874 16.986 -0.9594 0.9575 1.4670 -0.5234
N 0.843 1.717 15.963 -1.0179 -0.3670 -0.1179 -0.6824
C 1.610 1.318 17.097 1.0027 -2.0422 1.3789 0.7000
C 1.603 -0.225 17.308 -0.9072 0.2185 0.7033 -1.1257
C 5.793 4.326 21.248 -0.4810 -0.1580 1.8623 -0.7164
C 0.353 -2.295 17.417 0.5226 2.0646 -0.7483 -0.7036
C 4.735 4.963 19.231 -0.9939 -0.8813 -1.6327 -0.4693
C 1.073 7.442 23.167 -0.5164 -1.7167 1.4460 -1.1840
C 3.870 9.030 18.174 -0.6588 -1.0423 -0.6521 -0.3614
C 1.193 2.072 18.320 -0.1176 1.3723 0.4977 -1.2914
C 5.095 8.955 19.071 -0.7182 0.2773 0.7780 -1.0443
C 5.826 4.728 16.867 0.7023 -0.2807 0.7413 -1.7355
C 4.609 4.351 17.730 0.7773 0.9640 -0.3956 0.7965
C 0.962 8.058 21.866 0.9642 1.8064 -2.4870 -0.3679
H 2.095 8.164 18.251 -1.5446 -0.0670 -0.2608 0.3104
H 4.584 3.262 17.726 -0.3807 -0.0019 0.6275 0.1483
H 6.525 5.006 21.685 -0.1094 1.0074 -0.5673 0.2915
H 6.120 3.427 21.771 -0.1467 -0.7915 -0.6999 0.2678
H 1.634 1.849 19.292 0.5569 -0.4009 -0.2782 0.4307
H 1.627 8.910 21.727 0.9782 0.1390 0.5713 0.2990
H 3.669 5.823 16.712 -0.1058 0.5612 0.3131 0.1927
H 1.457 3.097 18.062 -0.2388 0.4014 0.4184 0.2851
H 6.743 4.243 17.203 0.1418 0.0836 0.2236 0.3804
H 5.975 5.807 16.906 0.0395 0.0957 -0.1339 0.3543
H 0.123 2.088 18.529 -0.1878 -0.2113 -0.4201 0.3827
H 4.808 6.051 19.234 1.1437 0.2270 -0.4428 0.0007
H 2.652 1.548 16.878 0.4407 -0.0671 0.2788 -0.0411
H 2.093 7.117 23.374 0.1375 0.4165 0.2275 0.2581
H 0.022 2.071 16.434 -0.6392 0.7506 -0.6847 0.3372
H 0.608 7.988 23.988 0.4148 0.3340 -0.0126 0.3568
H 3.810 4.927 19.806 -0.7146 -0.9032 -0.0736 0.4578
H 3.237 9.907 18.311 0.1668 0.1700 0.6948 0.3742
H 1.127 -2.566 16.699 0.4202 -0.0888 0.1950 0.2945
H 4.200 9.173 17.145 0.2171 -0.3378 -0.3064 0.2914
H 3.245 4.468 16.087 -0.0176 -0.9027 0.2304 0.2610
H 5.663 8.026 19.018 0.0872 0.1268 -0.6765 0.1756
H 2.125 -0.443 18.239 -0.1491 -0.0068 0.3916 0.4821
H 5.701 9.840 18.884 0.3325 -0.1906 -0.1170 0.3919
H 0.077 8.646 21.622 -1.1086 -0.9592 0.3206 0.4155
H 0.651 -2.569 18.429 -0.2833 -0.3660 -0.0782 0.2641
H 0.524 6.501 23.138 -0.2304 -0.1735 -0.0493 0.2939
H -0.516 -2.797 16.993 -0.4645 0.3955 0.7071 0.2804
H 5.696 4.412 15.832 -0.2629 0.0631 -0.0011 0.4648
H 4.788 4.515 21.624 -0.0265 0.3717 0.4112 0.2760
H 0.935 7.638 20.065 -0.3523 -0.3974 -1.6294 0.3174
H 2.264 -0.665 16.562 -0.6127 -0.4828 -0.6631 0.4623
H 4.824 8.997 20.126 -0.2942 0.1358 0.1199 0.2661
H 0.505 0.820 15.646 -0.3716 -0.0115 -0.9552 0.3374
```
Positions in Å, forces in eV/Å.

Summary:
ΔE to the lowest compared entry with this formula, charge and spin (eV): 0.4497
HOMO energy (alpha / beta) (eV): -4.61 / -4.44
E_LUMO (alpha / beta) (eV): 2.54 / 2.54
<S²>: 0.762
Total charge: -1
E_tot (eV): -86283.638
Spin multiplicity: 2

---

Record 2
Below is one molecule with the formula C4H5NO, with properties calculated with ωB97M-V/def2-TZVPD.

```
11
Properties=species:S:1:pos:R:3:forces:R:3:mulliken_charge:R:1
O -0.135 -0.990 -0.081 8.6419 -4.4236 -0.8211 -0.0773
N -1.303 -0.784 0.106 -9.6320 -1.2851 0.1569 -0.3453
C 2.143 0.039 0.080 -1.1758 0.0302 -0.1385 -1.0729
C -1.535 0.465 -0.014 -0.4769 1.8698 1.4279 -0.2379
C 0.564 0.087 -0.170 3.6077 5.1187 0.1261 0.4120
C -0.335 1.153 -0.086 1.6494 -1.1712 -0.0953 -0.3446
H 2.174 -0.467 1.021 0.5324 -0.2170 0.7565 0.2632
H 2.872 0.877 0.078 -1.8691 0.8703 0.5800 0.3365
H -2.463 0.864 0.271 -1.2054 0.2849 -0.1376 0.3964
H 2.805 -0.480 -0.569 -0.5087 -1.6945 -1.2085 0.3408
H -0.203 2.153 0.252 0.4364 0.6173 -0.6464 0.3290
```
Positions in Å, forces in eV/Å.

Summary:
ΔE to the lowest compared entry with this formula, charge and spin (eV): 3.4281
SMILES: Cc1ccno1
HOMO energy (eV): -9.51
E_LUMO (eV): 0.96
E_tot (eV): -7763.098